Model A:
A cluster of 2 separate species, C2H3ClFI in total. Source: OMol25; level of theory: ωB97M-V/def2-TZVPD.

Calculated values
* net charge: 0
* highest occupied orbital energy: -9.891 eV
* LUMO energy: 0.6 eV
* SMILES: C=C(F)Cl.I
* Kohn-Sham gap: 10.48 eV

Bonds (Å) are listed after each position.
Cartesian coordinates (Å):
1 C -1.69 -0.16 0.45  C2 1.318, H5 1.070, H6 1.076
2 C -0.89 0.72 -0.11  C1 1.318, F3 1.341, Cl4 1.713
3 F -0.96 0.99 -1.42  C2 1.341
4 Cl 0.31 1.66 0.67  C2 1.713
5 H -1.65 -0.37 1.50  C1 1.070
6 H -2.41 -0.69 -0.15  C1 1.076
7 I 3.27 -0.62 0.05  H8 1.572
8 H 4.02 -1.52 -0.99  I7 1.572


Model B:
A cluster of 2 separate species, C2H3ClFI in total. Source: OMol25; level of theory: ωB97M-V/def2-TZVPD.

Calculated values
* net charge: 0
* highest occupied orbital energy (alpha / beta): -9.236 / -9.066 eV
* LUMO energy (alpha / beta): -1.3 / -2.2 eV
* Kohn-Sham gap (alpha / beta): 7.93 / 6.84 eV

Bonds (Å) are listed after each position.
Cartesian coordinates (Å):
1 C 0.82 -0.38 -0.12  C2 1.470, H6 1.028, H7 1.071, H8 1.024
2 C -0.30 0.49 0.24  C1 1.470, F3 1.353, Cl4 1.710
3 F -0.58 0.76 1.54  C2 1.353
4 Cl -0.47 1.92 -0.69  C2 1.710
5 I -2.82 -1.03 -0.24  no bonds
6 H 1.68 0.18 -0.09  C1 1.028
7 H 1.11 -1.26 0.42  C1 1.071
8 H 0.56 -0.68 -1.07  C1 1.024


Which structure is the least stable? The one labeled model B.


Model A:
A cluster of 2 separate species, C2H3ClFI in total. Source: OMol25; level of theory: ωB97M-V/def2-TZVPD.

Calculated values
* net charge: 0
* highest occupied orbital energy (alpha / beta): -10.002 / -9.713 eV
* LUMO energy (alpha / beta): -3.0 / -3.0 eV
* Kohn-Sham gap (alpha / beta): 7.01 / 6.69 eV

Bonds (Å) are listed after each position.
Cartesian coordinates (Å):
1 C 0.33 0.14 0.61  C2 1.422, I5 2.304, H6 1.059, H7 1.066
2 C -0.16 0.13 -0.72  C1 1.422, Cl4 1.661, H8 1.122
3 F -0.75 -2.33 -0.38  no bonds
4 Cl -1.62 0.83 -1.09  C2 1.661
5 I 1.34 2.15 1.13  C1 2.304
6 H -0.45 -0.16 1.25  C1 1.059
7 H 1.08 -0.55 0.91  C1 1.066
8 H 0.24 -0.21 -1.71  C2 1.122


Model B:
A cluster of 2 separate species, C2H3ClFI in total. Source: OMol25; level of theory: ωB97M-V/def2-TZVPD.

Calculated values
* net charge: 0
* highest occupied orbital energy: -9.663 eV
* LUMO energy: 0.2 eV
* SMILES: C=C(F)I.Cl
* Kohn-Sham gap: 9.82 eV

Bonds (Å) are listed after each position.
Cartesian coordinates (Å):
1 C -0.39 1.02 -0.53  C2 1.312, H5 1.143, H6 1.107
2 C 0.53 0.62 0.32  C1 1.312, F3 1.334, I4 2.130
3 F 0.26 0.39 1.61  C2 1.334
4 I 2.34 -0.30 -0.32  C2 2.130
5 H -1.36 1.26 0.02  C1 1.143
6 H -0.17 1.09 -1.61  C1 1.107
7 Cl -1.08 -2.29 -0.07  H8 1.242
8 H -0.13 -1.80 0.57  Cl7 1.242


Which structure is the least stable? The one labeled model A.


Model A:
A cluster of 10 separate species, H18NO12 in total. Source: OMol25; level of theory: ωB97M-V/def2-TZVPD.

Calculated values
* net charge: -1
* highest occupied orbital energy: -7.154 eV
* LUMO energy: 3.0 eV
* Kohn-Sham gap: 10.17 eV

Bonds (Å) are listed after each position.
Cartesian coordinates (Å):
1 N -0.37 -0.89 -0.75  O2 1.281, O3 1.265, O4 1.230
2 O -0.09 -1.33 0.42  N1 1.281
3 O 0.44 -0.15 -1.38  N1 1.265
4 O -1.57 -0.79 -1.00  N1 1.230
5 O -3.81 0.42 -0.74  H6 0.977, H7 0.976
6 H -3.06 -0.20 -0.88  O5 0.977
7 H -4.41 -0.02 -0.10  O5 0.976
8 O -1.68 1.98 -2.26  H9 0.920, H10 0.921
9 H -0.81 2.30 -2.27  O8 0.920
10 H -1.68 1.09 -2.02  O8 0.921
11 O 0.84 -2.16 3.02  H12 0.970, H13 0.946
12 H 1.21 -3.05 3.11  O11 0.970
13 H 0.42 -2.03 2.19  O11 0.946
14 O 1.74 0.96 1.10  H15 0.942, H16 0.971
15 H 1.26 0.39 0.52  O14 0.942
16 H 2.70 0.94 0.91  O14 0.971
17 O 3.27 0.35 -1.69  H18 0.953, H19 0.956
18 H 2.40 0.02 -1.51  O17 0.953
19 H 3.48 1.14 -1.19  O17 0.956
20 O -1.20 1.75 0.55  H21 0.971, H22 0.951
21 H -1.15 2.62 0.98  O20 0.971
22 H -1.77 1.93 -0.19  O20 0.951
23 O 3.30 -2.83 1.47  H24 0.939, H25 0.949
24 H 2.54 -2.28 1.49  O23 0.939
25 H 3.56 -2.89 0.56  O23 0.949
26 O 0.75 2.61 -1.68  H27 0.963, H28 0.953
27 H 0.49 1.75 -1.34  O26 0.963
28 H 1.36 2.50 -2.41  O26 0.953
29 O -3.02 -1.61 1.69  H30 0.922, H31 0.931
30 H -2.74 -1.12 2.42  O29 0.922
31 H -2.41 -1.42 1.01  O29 0.931


Model B:
A cluster of 10 separate species, H18NO12 in total. Source: OMol25; level of theory: ωB97M-V/def2-TZVPD.

Calculated values
* net charge: -1
* highest occupied orbital energy: -7.141 eV
* LUMO energy: 2.6 eV
* Kohn-Sham gap: 9.73 eV

Bonds (Å) are listed after each position.
Cartesian coordinates (Å):
1 N -0.07 -0.14 0.35  O2 1.282, O3 1.229, O4 1.222
2 O -1.02 -0.96 0.62  N1 1.282
3 O 0.18 0.12 -0.82  N1 1.229
4 O 0.56 0.32 1.29  N1 1.222
5 O -3.63 -2.12 0.82  H6 0.931, H7 1.006
6 H -3.48 -2.61 1.59  O5 0.931
7 H -2.71 -1.78 0.60  O5 1.006
8 O 0.22 -2.84 2.46  H9 0.925, H10 1.013
9 H -0.44 -2.85 3.11  O8 0.925
10 H -0.11 -2.13 1.82  O8 1.013
11 O 2.97 -1.27 -0.55  H12 0.972, H13 0.871
12 H 2.51 -1.99 -0.09  O11 0.972
13 H 2.35 -0.68 -0.71  O11 0.871
14 O -1.84 1.55 -2.76  H15 0.935, H16 0.977
15 H -1.32 1.39 -2.00  O14 0.935
16 H -1.72 0.62 -3.05  O14 0.977
17 O 1.34 0.71 -3.70  H18 0.968, H19 1.013
18 H 2.12 0.25 -4.05  O17 0.968
19 H 1.65 1.24 -2.89  O17 1.013
20 O -0.87 -1.07 -3.36  H21 1.085, H22 0.968
21 H 0.04 -0.50 -3.21  O20 1.085
22 H -0.81 -2.04 -3.29  O20 0.968
23 O 2.19 2.61 0.32  H24 0.961, H25 0.891
24 H 1.49 1.98 0.48  O23 0.961
25 H 2.25 2.74 -0.57  O23 0.891
26 O 1.04 1.87 3.79  H27 0.880, H28 0.996
27 H 0.56 1.37 4.33  O26 0.880
28 H 1.39 1.22 3.12  O26 0.996
29 O -1.81 1.50 2.46  H30 0.884, H31 1.092
30 H -1.22 1.02 2.00  O29 0.884
31 H -1.78 2.45 1.93  O29 1.092


Which structure is the least stable? The one labeled model B.


Model A:
The molecule C4H7OP. Source: OMol25; level of theory: ωB97M-V/def2-TZVPD.

Calculated values
* net charge: 0
* highest occupied orbital energy: -8.909 eV
* LUMO energy: 0.5 eV
* SMILES: C#CP(C)CO
* Kohn-Sham gap: 9.43 eV

Bonds (Å) are listed after each position.
Cartesian coordinates (Å):
1 C 1.55 1.73 0.69  C2 1.209, H7 1.015
2 C 1.54 0.81 -0.11  C1 1.209, P3 1.713
3 P 0.84 -0.47 -1.01  C2 1.713, C4 1.844, C5 2.116
4 C 0.51 -1.73 0.29  P3 1.844, H8 1.191, H9 1.107, H10 1.096
5 C -1.13 0.30 -0.88  P3 2.116, O6 1.493, H11 1.198, H12 1.166
6 O -2.03 0.57 0.27  C5 1.493, H13 1.030
7 H 1.88 2.60 1.09  C1 1.015
8 H -0.24 -1.05 0.93  C4 1.191
9 H -0.02 -2.57 -0.19  C4 1.107
10 H 1.32 -2.11 0.93  C4 1.096
11 H -1.06 1.32 -1.50  C5 1.198
12 H -1.62 -0.59 -1.45  C5 1.166
13 H -1.55 1.18 0.96  O6 1.030


Model B:
The molecule C4H7OP. Source: OMol25; level of theory: ωB97M-V/def2-TZVPD.

Calculated values
* net charge: 0
* highest occupied orbital energy: -9.697 eV
* LUMO energy: 0.7 eV
* SMILES: C#CP(C)(C)=O
* Kohn-Sham gap: 10.42 eV

Bonds (Å) are listed after each position.
Cartesian coordinates (Å):
1 C 1.76 -0.30 -2.17  C2 1.216, H7 1.040
2 C 1.06 0.35 -1.42  C1 1.216, P3 1.733
3 P 0.00 0.97 -0.20  C2 1.733, C4 1.865, C5 1.817, O6 1.553
4 C 0.72 0.31 1.39  P3 1.865, H8 1.122, H9 1.067, H10 1.104
5 C -1.62 0.22 -0.56  P3 1.817, H11 1.168, H12 1.094, H13 1.191
6 O -0.02 2.51 -0.36  P3 1.553
7 H 2.64 -0.58 -2.65  C1 1.040
8 H 0.94 -0.78 1.24  C4 1.122
9 H 1.43 1.07 1.66  C4 1.067
10 H -0.18 0.45 2.01  C4 1.104
11 H -2.54 0.67 0.00  C5 1.168
12 H -1.72 0.08 -1.64  C5 1.094
13 H -1.36 -0.85 -0.10  C5 1.191


Model C:
The molecule C4H7OP. Source: OMol25; level of theory: ωB97M-V/def2-TZVPD.

Calculated values
* net charge: 0
* highest occupied orbital energy: -7.964 eV
* LUMO energy: 0.7 eV
* Kohn-Sham gap: 8.64 eV

Bonds (Å) are listed after each position.
Cartesian coordinates (Å):
1 C -0.68 1.37 0.24  C2 1.262, C3 1.450, H7 1.140
2 C 0.23 1.46 -0.62  C1 1.262, H8 1.103
3 C -1.24 0.04 0.40  C1 1.450, C4 1.547, H9 1.159, H10 1.111
4 C -0.22 -1.11 0.53  C3 1.547, P6 1.884, H11 1.142, H12 1.117
5 O 2.33 -1.23 -0.80  P6 1.661, H13 0.993
6 P 0.71 -0.99 -1.11  C4 1.884, O5 1.661
7 H -0.93 2.15 1.04  C1 1.140
8 H 0.94 2.22 -0.99  C2 1.103
9 H -1.89 0.06 1.36  C3 1.159
10 H -1.89 -0.01 -0.49  C3 1.111
11 H 0.35 -0.71 1.44  C4 1.142
12 H -0.59 -2.16 0.61  C4 1.117
13 H 2.89 -1.09 -1.61  O5 0.993


Which structure is the least stable? The one labeled model A.